ORCA calculation (ωB97M-V with the def2-TZVPD basis set) on 11 unconnected molecules or ions with the total composition C56H70F6O10 in a non-equilibrium geometry.

## Properties
- energy above the lowest of the compared OMol25 structures with the same formula, charge and spin (kcal per mole) = 5.5
- HOMO level (eV) = -9.00
- structure (SMILES) = CCOC(C)=O.CCOC(C)=O.CCOC(C)=O.CCOC(C)=O.CCOC(C)=O.Fc1ccccc1.Fc1ccccc1.Fc1ccccc1.Fc1ccccc1.Fc1ccccc1.Fc1ccccc1
- E_LUMO (eV) = 0.55
- gap between HOMO and LUMO (Eh) = 0.351

```
142
Properties=species:S:1:pos:R:3:forces:R:3:lowdin_charge:R:1
C -2.8335 2.7733 -1.2964 0.00 0.32 2.14 -0.059
C -3.4015 3.4691 -2.4895 0.56 0.57 -0.10 -0.184
O -2.5548 4.6429 -2.6576 0.02 0.25 -0.28 -0.006
C -1.5835 4.4044 -3.5482 -0.39 -0.04 0.17 -0.569
C -0.5142 5.4199 -3.5660 1.23 1.49 -0.29 0.023
O -1.5747 3.4041 -4.2124 0.57 -0.24 -0.92 0.067
H -3.3768 1.9120 -0.9423 -0.53 -0.34 -0.21 0.043
H -2.9061 3.4944 -0.4206 0.29 -0.72 -0.96 0.109
H -1.7913 2.4301 -1.3615 -0.25 0.41 -0.48 0.058
H -3.3489 2.9570 -3.4398 -0.30 -0.58 0.20 0.098
H -4.3884 3.8646 -2.3343 -0.46 0.04 0.26 0.119
H -0.8476 6.4733 -3.5456 -0.42 -0.55 -0.33 0.094
H 0.1549 5.2850 -4.4642 -0.59 -0.04 1.26 0.111
H 0.0164 5.4033 -2.5951 0.17 -0.51 -0.56 0.087
C -4.3468 -1.9914 1.6283 -0.60 0.47 2.06 -0.062
C -5.5259 -1.2705 2.3792 0.95 0.71 -0.08 -0.175
O -6.4230 -0.6011 1.4277 0.18 -0.17 -0.05 -0.022
C -5.9121 0.4816 0.8073 -1.10 -0.35 -0.01 -0.542
C -6.9039 1.1863 -0.1075 -0.09 0.79 -0.95 0.020
O -4.7912 0.8629 0.9858 0.60 0.43 -0.01 0.078
H -3.7433 -2.6180 2.3445 -0.47 0.91 -0.44 0.090
H -3.7265 -1.1619 1.2085 -0.46 -1.27 -0.20 0.067
H -4.8415 -2.7247 1.0163 0.28 0.01 -1.15 0.064
H -6.1797 -1.8944 3.0051 0.30 0.02 -0.52 0.121
H -5.1033 -0.4660 3.0049 -0.18 -0.40 -0.08 0.117
H -6.3574 1.9105 -0.7261 0.24 -0.18 0.35 0.074
H -7.6558 1.8108 0.4058 0.30 -0.65 0.23 0.092
H -7.4290 0.5824 -0.8652 0.15 -0.34 0.77 0.084
C -0.6667 -4.6613 -0.6227 0.38 -1.63 -0.06 -0.068
C -1.9193 -3.8710 -0.9845 0.48 -0.03 1.67 -0.236
O -2.0193 -3.7993 -2.3763 -0.09 0.56 -1.21 -0.032
C -3.2324 -3.9475 -2.9426 -0.99 -0.41 -0.37 -0.531
C -3.3720 -3.2872 -4.2847 0.90 0.98 0.73 0.029
O -4.1372 -4.5631 -2.4441 0.07 -0.01 0.57 0.103
H -0.6659 -5.6919 -1.0631 -0.40 0.79 0.04 0.097
H -0.5857 -4.8821 0.4514 -0.09 0.55 -0.14 0.078
H 0.2829 -4.2326 -0.9791 -0.58 0.19 0.38 0.031
H -2.8333 -4.2902 -0.5356 0.39 -0.09 -0.28 0.122
H -1.8215 -2.8372 -0.6005 -0.01 -0.28 -0.15 0.119
H -3.1125 -4.0024 -5.0536 0.15 0.02 -0.31 0.091
H -2.6803 -2.4145 -4.2379 -0.51 -0.70 -0.71 0.074
H -4.4004 -2.9393 -4.4104 0.23 -0.23 0.02 0.092
C 0.6876 3.7854 0.3646 1.51 -0.46 -1.39 -0.049
C 1.5636 4.8142 0.9842 0.68 2.43 -0.88 -0.161
O 0.7721 5.9537 1.5506 0.70 -1.25 -1.22 0.000
C 0.4543 5.7706 2.8130 -1.90 -0.82 0.77 -0.571
C -0.8788 6.4415 3.1301 1.17 0.49 1.26 0.026
O 1.0497 5.0352 3.5542 0.21 0.04 0.47 0.096
H 0.1709 4.1603 -0.4992 -0.73 0.31 -0.12 0.066
H 0.0792 3.2779 1.0488 -1.25 -0.39 1.08 0.058
H 1.3139 2.9773 -0.0627 0.05 0.48 0.34 0.066
H 2.2597 4.4193 1.6913 0.08 -0.15 0.76 0.095
H 2.1741 5.3889 0.2609 -0.31 -0.73 -0.02 0.134
H -1.0150 6.5246 4.2071 -0.25 -0.87 0.09 0.084
H -1.7447 6.0605 2.6015 0.17 -0.20 -0.09 0.089
H -0.7326 7.4722 2.9285 -0.16 1.18 -0.99 0.066
C 3.1726 0.9953 4.4047 0.41 -1.78 -0.22 -0.070
C 4.0750 1.5315 3.3390 -0.37 0.86 -0.79 -0.213
O 4.3458 0.5977 2.2854 -0.06 -0.46 -0.16 -0.029
C 4.8915 1.1074 1.1514 -0.18 -1.05 0.22 -0.538
C 5.1571 -0.0292 0.1705 -2.00 1.58 -1.35 0.031
O 5.1402 2.2651 1.0135 0.15 0.80 -0.36 0.106
H 2.1783 0.6973 4.1406 -0.71 0.28 -0.71 0.068
H 3.1173 1.7570 5.1379 -0.14 0.63 1.00 0.076
H 3.5619 0.0579 4.8432 0.32 0.53 0.02 0.076
H 3.6233 2.4242 2.8460 0.51 -0.39 0.65 0.127
H 5.0184 1.7699 3.8259 0.15 0.39 -0.25 0.129
H 4.2900 -0.7057 0.2648 0.44 0.13 -0.38 0.083
H 5.9940 -0.5287 0.5361 1.59 -1.00 0.36 0.052
H 5.3105 0.3401 -0.9074 -0.22 -0.56 1.82 0.103
F -5.5040 0.3845 -5.5040 -0.30 0.18 -0.04 0.059
C -4.5128 0.1843 -4.6200 0.74 -0.48 -0.33 -0.283
C -3.1966 0.3499 -5.0800 -1.46 0.31 1.00 0.004
C -2.2108 0.1576 -4.1300 2.03 1.10 -1.37 -0.105
C -2.5033 -0.2704 -2.8642 1.21 -0.67 1.37 -0.128
C -3.7884 -0.5310 -2.4651 -0.88 0.87 -0.16 -0.087
C -4.8296 -0.2365 -3.3396 -0.74 -0.25 0.01 -0.011
H -3.0714 0.7744 -6.0637 0.35 -0.16 -0.09 0.122
H -1.1520 0.4700 -4.3879 -1.38 -0.64 0.33 0.111
H -1.6962 -0.4295 -2.1310 -0.30 0.18 -0.44 0.112
H -4.0160 -0.7784 -1.4432 0.03 -0.32 0.22 0.102
H -5.8891 -0.3505 -3.0427 0.75 0.05 -0.28 0.128
F 0.1585 1.9965 -2.6893 -0.63 -0.08 0.43 0.067
C 1.3640 2.0892 -3.2378 -0.11 -0.79 -1.09 -0.318
C 2.4624 1.9490 -2.4765 0.47 0.19 2.45 -0.038
C 3.7101 2.0285 -3.0245 1.86 0.09 -0.47 -0.080
C 3.8956 2.1803 -4.3980 -0.80 -0.34 -0.45 -0.070
C 2.7376 2.2033 -5.2031 1.06 0.84 0.79 -0.088
C 1.5083 2.1407 -4.6007 -2.30 -0.24 -1.62 -0.043
H 2.3779 1.8101 -1.3929 -0.07 0.05 -0.41 0.111
H 4.5644 1.9992 -2.3347 -0.30 -0.08 -0.47 0.105
H 4.8664 2.1724 -4.8846 -0.02 0.26 0.35 0.104
H 2.7526 2.4661 -6.2491 0.31 -0.54 -0.26 0.108
H 0.6067 2.0355 -5.2587 0.75 0.56 0.85 0.135
F 2.0196 -4.4683 3.6557 0.26 0.33 0.47 0.035
C 3.1043 -4.1556 2.9018 -0.62 -1.19 -0.88 -0.273
C 3.1190 -4.7746 1.6425 0.36 1.13 1.41 -0.021
C 4.1520 -4.4618 0.8107 -0.91 -0.61 -1.64 -0.104
C 5.1325 -3.6103 1.1924 2.15 0.83 0.64 -0.107
C 5.1050 -2.9934 2.4333 -0.39 -0.43 0.32 -0.069
C 4.0822 -3.2935 3.3351 -0.39 0.88 0.23 -0.005
H 2.3444 -5.4148 1.3230 -0.88 -0.58 -0.07 0.107
H 4.0857 -4.7883 -0.2259 0.40 -0.33 0.23 0.106
H 6.0433 -3.5272 0.6015 -0.41 0.41 -0.25 0.114
H 5.8541 -2.2796 2.7253 0.27 0.06 0.01 0.105
H 3.9803 -2.7540 4.2906 0.14 -0.52 -0.50 0.117
F 4.5559 -4.2036 -3.3035 0.49 0.63 0.04 0.039
C 3.6138 -3.2245 -3.2642 0.05 -0.75 0.65 -0.269
C 2.4390 -3.6256 -2.6318 -0.65 0.24 -0.69 -0.014
C 1.3426 -2.7763 -2.7810 -0.67 0.11 -0.74 -0.075
C 1.4311 -1.5790 -3.5100 1.44 -1.40 0.60 -0.075
C 2.6470 -1.2343 -4.0537 0.59 0.35 0.31 -0.074
C 3.8042 -1.9891 -3.8643 -1.25 -1.00 0.02 0.009
H 2.3394 -4.6523 -2.2289 0.16 0.84 -0.23 0.126
H 0.3268 -3.0978 -2.5614 0.35 0.02 0.48 0.084
H 0.6122 -0.9373 -3.6407 -1.20 0.54 -0.21 0.072
H 2.7289 -0.3536 -4.6530 0.03 0.54 -0.13 0.081
H 4.7225 -1.6823 -4.2995 0.69 -0.03 -0.28 0.108
F -1.5215 -0.7656 8.8446 -0.74 -0.14 0.22 0.064
C -0.6990 -1.1460 7.8664 0.18 -0.77 -1.24 -0.287
C 0.3949 -0.3202 7.6496 -0.31 -0.48 1.18 -0.021
C 1.3601 -0.7575 6.8033 0.35 -1.53 -2.16 -0.079
C 1.2116 -1.9260 5.9963 -0.97 1.03 1.52 -0.077
C 0.0513 -2.6623 6.1505 -0.74 0.36 0.65 -0.092
C -0.9441 -2.2989 7.0931 0.61 1.04 0.47 0.007
H 0.5207 0.5355 8.3027 0.01 0.07 -0.22 0.122
H 2.2424 -0.2094 6.6210 0.82 0.78 0.18 0.067
H 1.9463 -2.2153 5.2728 0.30 -0.03 -0.16 0.068
H -0.1216 -3.5199 5.5341 -0.06 -0.41 -0.24 0.093
H -1.8873 -2.8343 7.2415 0.53 0.02 -0.13 0.116
F -0.9711 -0.8657 3.8013 0.34 -0.07 -1.12 0.017
C -0.4191 -0.8685 2.5226 -1.34 2.35 2.24 -0.261
C 0.3528 -1.9161 2.1885 0.85 -1.91 -1.42 -0.022
C 0.9533 -1.9332 0.9137 0.68 1.40 0.07 -0.048
C 0.7986 -0.7954 0.0734 -0.55 -1.13 0.67 -0.069
C -0.0564 0.2314 0.4896 0.59 0.90 -0.19 -0.093
C -0.6009 0.3029 1.7749 0.38 -1.33 -0.75 0.013
H 0.4847 -2.7859 2.8421 -0.15 0.57 -0.07 0.111
H 1.6903 -2.7237 0.7239 -0.51 0.30 -0.32 0.091
H 1.2788 -0.6789 -0.9024 -0.10 -0.40 0.38 0.085
H -0.1603 1.0656 -0.2155 -0.13 -0.18 0.45 0.077
H -1.1013 1.1880 2.1575 -0.15 -0.39 -0.05 0.121
```
Forces are in eV/Å.